Record 1
Entry from the Open Molecules 2025 dataset: a 2-piece molecular cluster, C4H8N2O2 overall at a distorted geometry (ωB97M-V/def2-TZVPD).

The geometry in ORCA input format:
```
! RIJCOSX wB97M-V def2-TZVPD def2/J DEFGRID3
* xyz 0 1
C -0.47518 -0.15788 0.31454
C -1.49225 -0.88545 -0.29848
C 1.88013 0.52178 -0.49773
C 0.34903 0.49530 -0.69329
N -0.65434 1.51547 2.68320
N -0.60398 0.42648 2.86912
O -0.59303 -0.68351 3.26589
O 0.17161 0.19795 -2.09167
H -2.36040 -1.25054 0.39596
H -0.88250 -1.77006 -0.66588
H -1.90103 -0.67785 -1.27068
H 2.36817 -0.40056 -1.06222
H 2.23885 0.42025 0.59638
H 2.30372 1.44272 -0.88954
H -0.11263 1.41206 -0.46528
H -0.23617 -0.60616 -2.19030
*
```

Calculated values
highest occupied orbital energy	-8.9	eV
Kohn-Sham gap	0.334	hartree
lowest unoccupied orbital energy	0.22	eV


Record 2
Entry from the Open Molecules 2025 dataset: a 2-piece molecular cluster, C4H8N2O2 overall at a distorted geometry (ωB97M-V/def2-TZVPD).

The geometry in ORCA input format:
```
! RIJCOSX wB97M-V def2-TZVPD def2/J DEFGRID3
* xyz 0 1
C -0.45851 0.55199 -0.09541
C -1.29885 1.24507 0.88677
C 1.31570 -1.44121 0.05831
C -0.17270 -1.02626 -0.05052
N 0.17436 1.16140 -1.00027
N 1.03054 2.21706 -2.47806
O 2.03001 2.60965 -2.04678
O -0.82372 -1.61781 1.06077
H -0.68727 1.89225 1.45042
H -1.54251 0.36992 1.57727
H -2.24429 1.65718 0.45120
H 1.67366 -1.74105 1.04304
H 1.86428 -0.59376 -0.29659
H 1.51625 -2.14494 -0.71427
H -0.59420 -1.41443 -0.91942
H -1.78274 -1.72507 1.07355
*
```

Calculated values
highest occupied orbital energy (alpha / beta)	-9.2 / -7.5	eV
Kohn-Sham gap (alpha / beta)	0.361 / 0.265	hartree
lowest unoccupied orbital energy (alpha / beta)	0.62 / -0.33	eV


Record 3
Entry from the Open Molecules 2025 dataset: the molecule C4H8N2O2 at a distorted geometry (ωB97M-V/def2-TZVPD).

The geometry in ORCA input format:
```
! RIJCOSX wB97M-V def2-TZVPD def2/J DEFGRID3
* xyz 0 1
C 0.55884 -1.44226 0.82183
C 0.42558 -0.14004 0.07754
N 1.39480 0.14181 -0.86760
C -1.15174 -0.29960 -0.92670
O -2.10548 -0.91602 -0.55003
N 0.09480 0.99703 0.87407
C -0.93542 1.66507 0.14493
O -0.78903 2.13049 -0.97445
H 1.30850 -1.34284 1.60960
H -0.39671 -1.70849 1.26994
H 0.86572 -2.23584 0.14341
H 1.28369 1.03656 -1.33402
H 2.21495 -0.44448 -0.92770
H -0.90529 -0.17157 -2.00774
H -0.07725 0.81271 1.85264
H -1.78598 1.91745 0.79427
*
```

Calculated values
highest occupied orbital energy	-8.3	eV
Kohn-Sham gap	0.329	hartree
lowest unoccupied orbital energy	0.69	eV


Record 4
Entry from the Open Molecules 2025 dataset: the molecule C4H8N2O2 at a distorted geometry (ωB97M-V/def2-TZVPD).

The geometry in ORCA input format:
```
! RIJCOSX wB97M-V def2-TZVPD def2/J DEFGRID3
* xyz 0 1
C -0.67552 -1.66522 -0.35367
C 0.12580 -1.13900 -1.46061
C 1.46295 0.35368 -0.17774
C -0.82953 0.46320 0.63639
N -0.94052 -0.90743 0.70782
N -1.05738 1.13623 1.80401
O -1.22184 -1.40961 1.83955
O 1.40688 -0.80966 -0.82017
H -0.67954 -2.72513 -0.15824
H 0.34649 -1.90957 -2.19831
H -0.25437 -0.24549 -1.96461
H 1.36754 1.27070 -0.74660
H 2.06280 0.34910 0.71637
H -1.07256 0.95888 -0.28777
H -0.69101 2.06819 1.89887
H -0.95426 0.52343 2.60909
*
```

Calculated values
highest occupied orbital energy (alpha / beta)	-7.4 / -7.4	eV
Kohn-Sham gap (alpha / beta)	0.284 / 0.284	hartree
lowest unoccupied orbital energy (alpha / beta)	0.36 / 0.35	eV


Record 5
Entry from the Open Molecules 2025 dataset: C4H8N2O2 as an isolated structure at a distorted geometry (ωB97M-V/def2-TZVPD).

The geometry in ORCA input format:
```
! RIJCOSX wB97M-V def2-TZVPD def2/J DEFGRID3
* xyz 0 1
C 0.74750 0.30802 1.55074
C -1.09946 0.24128 0.67914
C -0.78749 0.25421 -0.64420
N -1.64616 0.18975 -1.76242
N 1.35610 -0.65769 -1.32424
C 0.64490 0.32911 -0.74543
O 0.69188 -0.89204 2.26904
O -1.90016 -0.03273 1.52868
H -0.22845 -1.06684 2.51328
H -2.09261 1.06100 -2.02831
H -2.35589 -0.52939 -1.71711
H 2.33207 -0.54591 -1.54661
H 0.92251 -1.56033 -1.44746
H 1.78791 0.42877 1.25612
H 0.47223 1.18608 2.14505
H 1.15511 1.28673 -0.72628
*
```

Calculated values
highest occupied orbital energy	-7.8	eV
Kohn-Sham gap	0.305	hartree
lowest unoccupied orbital energy	0.44	eV


Record 6
Entry from the Open Molecules 2025 dataset: an isolated ion of composition C4H8N2O2 and charge +1 at a distorted geometry (ωB97M-V/def2-TZVPD).

The geometry in ORCA input format:
```
! RIJCOSX wB97M-V def2-TZVPD def2/J DEFGRID3
* xyz 1 2
N -2.23478 1.14413 0.86304
C -1.23370 0.16771 0.55598
C -0.67840 0.25097 -0.84704
N 0.55240 -0.35784 -1.17421
C 1.34397 -1.02789 -0.22321
C 2.27786 -0.00063 0.60139
O 3.09026 -0.46360 1.30169
O -1.27124 0.77587 -1.76041
H -3.15072 0.84536 0.50829
H -2.10783 2.00914 0.32998
H -1.64652 -0.83913 0.68062
H -0.46913 0.21267 1.32695
H 0.68903 -0.37060 -2.18184
H 2.04788 -1.66699 -0.77002
H 0.73924 -1.74301 0.33254
H 2.05167 1.06386 0.45624
*
```

Calculated values
highest occupied orbital energy (alpha / beta)	-14.0 / -14.0	eV
Kohn-Sham gap (alpha / beta)	0.341 / 0.169	hartree
lowest unoccupied orbital energy (alpha / beta)	-4.74 / -9.38	eV


Record 7
Entry from the Open Molecules 2025 dataset: the molecule C4H8N2O2S at a distorted geometry (ωB97M-V/def2-TZVPD).

The geometry in ORCA input format:
```
! RIJCOSX wB97M-V def2-TZVPD def2/J DEFGRID3
* xyz 0 1
C 1.97414 -0.82808 -0.46862
C -1.13877 0.33442 -0.97511
C -2.17595 -0.54016 -0.32283
C 1.01989 0.57868 0.35761
N 1.74023 1.26634 1.25163
N -0.25453 0.94096 0.07024
O 1.33274 -1.47575 -1.21616
O 3.05682 -0.73258 0.02961
S -1.29295 -1.87220 0.89851
H -0.42433 -0.29619 -1.55829
H -1.73806 1.05983 -1.44471
H -2.75031 -0.10833 0.44185
H -2.65929 -1.24031 -0.91235
H 1.53137 2.21385 1.48336
H 2.63133 0.80752 1.15971
H -0.09561 -1.55686 0.42565
H -0.75672 1.44887 0.77991
*
```

Calculated values
highest occupied orbital energy	-9.0	eV
Kohn-Sham gap	0.348	hartree
lowest unoccupied orbital energy	0.48	eV


Record 8
Entry from the Open Molecules 2025 dataset: a 2-piece molecular cluster, C4H8N2O3 overall at a distorted geometry (ωB97M-V/def2-TZVPD).

The geometry in ORCA input format:
```
! RIJCOSX wB97M-V def2-TZVPD def2/J DEFGRID3
* xyz 0 1
C 0.25042 0.14513 1.52086
C 0.82914 -0.12565 0.35425
C 0.55492 -1.30634 -0.51471
N 2.02528 0.63755 -0.00292
O 2.66410 0.26049 -0.96043
O 2.31291 1.59560 0.67985
H -0.57501 -0.44431 1.87847
H 0.56798 0.97797 2.12687
H -0.50854 -1.52446 -0.53137
H 0.90539 -1.12667 -1.52950
H 1.09017 -2.17533 -0.12749
C -0.22545 1.54827 -1.09530
N -1.35119 0.98276 -1.02011
O -2.05655 1.24099 0.14901
H 0.32270 1.37847 -2.00729
H 0.11764 2.30348 -0.39668
H -2.88926 0.75602 0.05236
*
```

Calculated values
highest occupied orbital energy	-10.0	eV
Kohn-Sham gap	0.349	hartree
lowest unoccupied orbital energy	-0.47	eV


Record 9
Entry from the Open Molecules 2025 dataset: a 2-piece molecular cluster, C4H8N2O3 overall at a distorted geometry (ωB97M-V/def2-TZVPD).

The geometry in ORCA input format:
```
! RIJCOSX wB97M-V def2-TZVPD def2/J DEFGRID3
* xyz 0 1
N 1.37624 -1.91898 -0.09430
N 0.27545 -1.12277 -0.47365
C -0.91893 -1.66660 -0.83006
O -1.07869 -2.85297 -1.02271
O -1.97614 -0.82328 -0.67322
H 1.91206 -2.18053 -0.92373
H 0.99674 -2.78112 0.29756
H 0.46580 -0.12849 -0.53016
H -2.79332 -1.30558 -0.86046
C 0.64281 1.70021 1.50018
C -0.32992 1.72074 0.35220
C -0.09281 2.20137 -0.83901
O 0.22317 2.68373 -1.85357
H 0.73113 0.69049 1.89936
H 1.62768 2.03360 1.18399
H 0.28139 2.34101 2.30514
H -1.34266 1.40917 0.56245
*
```

Calculated values
highest occupied orbital energy	-9.0	eV
Kohn-Sham gap	0.353	hartree
lowest unoccupied orbital energy	0.59	eV


Record 10
Entry from the Open Molecules 2025 dataset: the molecule C4H8N2O3 at a distorted geometry (ωB97M-V/def2-TZVPD).

The geometry in ORCA input format:
```
! RIJCOSX wB97M-V def2-TZVPD def2/J DEFGRID3
* xyz 0 1
O -2.67021 -1.29392 -0.06424
C -1.62397 -0.67178 -0.08173
N -1.60647 0.72659 0.28775
O -2.92501 1.40173 0.09743
N -0.30102 -1.16707 -0.29819
C 0.92138 -0.80435 -0.33106
C 1.72858 -0.28004 1.06546
C 1.79406 0.42854 -0.22956
O 0.91415 1.41224 -0.67052
H -0.98523 1.08666 -0.50835
H -3.62213 0.55184 0.31937
H -0.46823 -1.99068 -1.16521
H 1.67821 -1.67556 -0.72167
H 2.54508 -0.95631 1.43737
H 1.20685 0.53802 1.83893
H 2.68875 0.47444 -0.98757
H 0.72522 2.21965 0.01176
*
```

Calculated values
highest occupied orbital energy	-8.3	eV
Kohn-Sham gap	0.317	hartree
lowest unoccupied orbital energy	0.35	eV


Record 11
Entry from the Open Molecules 2025 dataset: the molecule C4H8N2OS at a distorted geometry (ωB97M-V/def2-TZVPD).

The geometry in ORCA input format:
```
! RIJCOSX wB97M-V def2-TZVPD def2/J DEFGRID3
* xyz 0 1
C -0.51534 -2.13842 1.30248
C -0.02160 -0.88548 1.21619
N -0.28352 0.05843 0.20871
C -0.95157 -0.43191 -0.99981
C 0.29809 1.36657 0.32679
S 0.56286 2.14348 1.78389
N 0.55343 1.98321 -0.83730
O 1.28008 1.22716 -1.78008
H -0.09378 -2.70254 2.13016
H -1.16688 -2.54420 0.59622
H 0.62615 -0.49308 1.99521
H -1.20011 0.40165 -1.64579
H -0.31775 -1.11854 -1.51193
H -1.90119 -0.94561 -0.74059
H 0.94097 2.91405 -0.67431
H 2.19015 1.16522 -1.36983
*
```

Calculated values
highest occupied orbital energy	-8.5	eV
Kohn-Sham gap	0.316	hartree
lowest unoccupied orbital energy	0.14	eV


Record 12
Entry from the Open Molecules 2025 dataset: the molecule C4H8N2OS at a distorted geometry (ωB97M-V/def2-TZVPD).

The geometry in ORCA input format:
```
! RIJCOSX wB97M-V def2-TZVPD def2/J DEFGRID3
* xyz 0 1
N -1.08387 0.95488 -1.05154
C -1.47874 -0.02724 -0.07329
C -0.68509 -0.09290 1.18407
C -0.49230 -1.17498 0.18414
S 0.97239 -1.37247 -0.89965
C 2.26788 -0.60537 0.13328
N 2.46367 0.64291 0.28432
O 1.66702 1.53549 -0.35683
H -1.49843 1.84667 -0.80643
H -1.44244 0.65519 -1.99533
H -2.56698 -0.28587 -0.09639
H -1.11596 -0.38105 2.10721
H 0.07227 0.69111 1.28088
H -0.95059 -2.11488 0.41668
H 2.92000 -1.32785 0.59626
H 0.95119 1.05638 -0.90738
*
```

Calculated values
highest occupied orbital energy	-9.1	eV
Kohn-Sham gap	0.360	hartree
lowest unoccupied orbital energy	0.68	eV


Asked for energy above the lowest of the compared OMol25 structures with the same formula, charge and spin across the records above, the calculation gives 177.8 153.8 75.9 146.6 115.2 36.4 34.6 162.4 60.0 189.0 62.4 70.5 kcal/mol in order.